[1]
Density functional theory data (wB97M-V/def2-TZVPD) for a molecular structure, C35H35BeBr3CaF2LiN3O7PS3.

Results
Lowest unoccupied orbital energy ... -1.979 eV
F_max ... 8.60 eV/A
DFT total energy ... -332049.907 eV
Charge ... -1

Each line ends with the Löwdin charge.
Positions of all 92 atoms, in Å:
1 N 1.75 5.59 3.14  -0.029
2 C 0.42 4.94 3.23  -0.239
3 C -0.32 4.80 1.84  -0.174
4 N -0.71 3.44 1.47  -0.040
5 C -1.74 2.91 2.33  -0.250
6 C -2.46 3.77 3.30  -0.142
7 C -3.53 3.27 4.17  -0.190
8 C -3.98 1.85 4.15  -0.216
9 C -3.31 0.98 3.16  -0.692
10 Br -3.88 -0.88 3.04  0.779
11 C -2.22 1.49 2.31  -0.483
12 S -1.43 0.35 1.13  1.035
13 C 0.21 1.04 0.94  -0.294
14 C 0.36 2.55 1.15  -0.136
15 C 1.77 3.03 0.92  -0.104
16 C 2.93 2.05 0.50  -0.614
17 S 4.64 2.75 0.19  0.597
18 C 2.70 0.60 0.33  -0.377
19 P 4.14 -0.47 -0.20  0.136
20 S 4.70 -1.77 1.13  0.189
21 C 1.33 0.11 0.56  -0.155
22 C 1.14 -1.44 0.37  -0.189
23 C 0.70 -2.23 1.67  -0.194
24 C -0.47 -3.22 1.22  -0.168
25 C 0.14 -4.25 0.21  -0.270
26 O -0.80 -5.30 -0.11  -0.106
27 H 2.38 4.79 3.18  -0.078
28 H 1.92 6.07 4.04  0.073
29 H 0.48 3.92 3.70  0.095
30 H -0.21 5.57 3.93  0.125
31 H -1.21 5.49 1.89  0.120
32 H 0.34 5.28 1.06  0.121
33 H -2.24 4.86 3.41  0.087
34 H -4.04 3.97 4.88  0.106
35 H -4.80 1.51 4.82  0.106
36 H 2.06 4.14 0.99  0.072
37 H 4.91 2.68 -1.17  -0.059
38 H 3.71 -1.19 -1.38  -0.084
39 H 5.29 0.28 -0.64  -0.110
40 H 0.35 -1.58 -0.43  0.110
41 H 2.07 -1.95 -0.01  0.057
42 H 0.20 -1.53 2.43  0.045
43 H 1.54 -2.75 2.21  0.087
44 H -1.20 -2.58 0.63  0.094
45 H -0.99 -3.68 2.10  0.123
46 H 0.45 -3.79 -0.78  0.110
47 H 1.10 -4.67 0.64  0.120
48 H -0.31 -5.98 -0.61  0.077
49 O -7.83 -1.87 5.34  0.021
50 C -7.18 -2.90 5.37  -0.606
51 N -6.04 -3.03 4.64  0.149
52 C -7.57 -4.09 6.19  -0.017
53 H -5.47 -3.86 4.64  0.099
54 H -5.75 -2.24 4.08  -0.010
55 H -8.56 -4.44 5.87  0.081
56 H -7.62 -3.80 7.24  0.083
57 H -6.86 -4.91 6.09  0.068
58 Ca 4.09 3.73 2.42  1.398
59 F -1.01 -1.17 3.27  -0.606
60 F 4.12 6.69 3.89  -0.747
61 Be 5.59 -1.52 -1.73  0.300
62 Br -1.44 1.84 5.12  0.125
63 C -0.26 -1.46 -9.11  -0.048
64 C 1.11 -1.71 -9.33  -0.287
65 C 2.04 -1.40 -8.31  -0.094
66 C 1.60 -0.84 -7.12  -0.078
67 C 0.23 -0.56 -6.92  -0.126
68 C -0.69 -0.89 -7.92  -0.021
69 C -0.24 0.07 -5.70  -0.292
70 O -1.46 0.31 -5.53  -0.120
71 C 0.75 0.44 -4.66  -0.086
72 C 0.32 1.10 -3.51  0.006
73 C 1.23 1.45 -2.53  -0.035
74 C 2.57 1.12 -2.68  -0.077
75 C 3.01 0.47 -3.82  0.007
76 C 2.10 0.14 -4.82  -0.067
77 C 2.58 -0.53 -6.06  -0.277
78 O 3.76 -0.80 -6.19  0.117
79 H -0.98 -1.70 -9.88  0.103
80 H 1.45 -2.16 -10.31  -0.253
81 H 3.09 -1.59 -8.46  0.037
82 H -1.75 -0.70 -7.77  0.107
83 H -0.73 1.35 -3.38  0.114
84 H 0.89 1.96 -1.63  0.098
85 H 3.28 1.39 -1.90  0.031
86 H 4.06 0.23 -3.94  0.101
87 Br 2.86 -2.91 -10.40  0.215
88 Li -2.08 1.95 -6.04  0.856
89 C 2.22 -4.53 4.65  -0.925
90 O 2.06 -5.47 5.43  0.166
91 O 2.01 -4.59 3.41  0.196
92 O 2.61 -3.38 4.97  0.224

=====

[2]
Density functional theory data (wB97M-V/def2-TZVPD) for a molecular structure, C35H35Br2N6O4S3Ti.

Results
Lowest unoccupied orbital energy ... -3.583 eV
Energy relative to the best compared isomer or geometry (same formula, charge and spin) ... 2.394 eV
F_max ... 1.32 eV/A
DFT total energy ... -249697.736 eV
Charge ... +1

Each line ends with the Löwdin charge.
Positions of all 86 atoms, in Å:
1 Ti -0.95 -0.35 -0.30  0.869
2 C -0.73 2.59 2.36  -0.041
3 C -1.16 1.17 2.26  -0.304
4 N -0.29 0.25 1.95  0.018
5 N -0.54 -0.95 2.61  -0.039
6 C -0.23 -2.06 2.06  -1.048
7 S 0.20 -2.29 0.38  0.705
8 S -0.22 -3.55 2.99  0.924
9 C -0.20 -2.96 4.72  -0.408
10 C 1.06 -2.28 5.17  -0.297
11 C 2.25 -2.99 5.26  -0.052
12 C 3.41 -2.37 5.69  -0.084
13 C 3.40 -1.03 6.03  -0.094
14 C 2.21 -0.31 5.94  -0.082
15 C 1.05 -0.93 5.51  -0.054
16 C -2.55 0.80 2.57  -0.117
17 C -3.32 1.39 3.56  -0.003
18 C -4.65 1.03 3.72  -0.064
19 C -5.22 0.10 2.86  -0.054
20 C -4.48 -0.47 1.84  0.014
21 C -3.15 -0.11 1.69  -0.262
22 O -2.39 -0.63 0.69  -0.273
23 H -0.72 2.82 3.43  0.102
24 H -1.42 3.27 1.87  0.068
25 H 0.27 2.71 1.96  0.066
26 H -0.35 -3.89 5.28  0.083
27 H -1.07 -2.33 4.87  0.077
28 H 2.27 -4.04 5.00  0.114
29 H 4.33 -2.94 5.76  0.105
30 H 4.30 -0.54 6.37  0.103
31 H 2.19 0.74 6.21  0.102
32 H 0.13 -0.38 5.44  0.106
33 H -2.88 2.12 4.23  0.119
34 H -5.25 1.48 4.51  0.110
35 H -6.26 -0.18 2.98  0.113
36 H -4.92 -1.19 1.16  0.120
37 Br 3.96 -0.64 1.83  0.777
38 C 3.88 -0.45 -0.04  -0.749
39 C 5.04 -0.61 -0.80  -0.086
40 C 4.95 -0.46 -2.16  -0.036
41 C 3.71 -0.16 -2.73  0.011
42 C 2.63 -0.04 -1.87  -0.203
43 N 2.71 -0.16 -0.55  0.099
44 C 1.27 0.24 -2.45  -0.505
45 O 1.12 0.59 -3.60  0.097
46 O 0.24 0.08 -1.63  -0.257
47 H 5.98 -0.86 -0.32  0.107
48 H 5.82 -0.58 -2.79  0.118
49 H 3.57 -0.04 -3.79  0.122
50 Br -5.64 -1.48 -5.22  0.821
51 C -4.34 -1.14 -3.91  -0.679
52 C -3.42 -0.12 -4.08  -0.078
53 C -2.48 0.08 -3.09  -0.130
54 N -2.43 -0.64 -1.98  -0.015
55 C -3.31 -1.64 -1.83  -0.105
56 C -4.29 -1.92 -2.76  -0.085
57 H -3.43 0.50 -4.97  0.114
58 H -1.72 0.85 -3.20  0.078
59 H -3.22 -2.23 -0.93  0.125
60 H -4.98 -2.74 -2.60  0.117
61 C 1.26 4.02 -4.56  0.013
62 C 1.24 3.72 -3.10  -0.252
63 C 2.32 3.76 -2.26  0.048
64 C 2.14 3.38 -0.93  -0.274
65 N 0.97 2.95 -0.46  0.145
66 C -0.08 2.90 -1.27  -0.729
67 S -1.62 2.33 -0.81  0.759
68 N 0.07 3.32 -2.56  0.128
69 C 3.26 3.44 0.06  0.001
70 H 2.20 4.48 -4.84  0.094
71 H 0.45 4.69 -4.83  0.099
72 H 1.15 3.09 -5.11  0.100
73 H 3.29 4.07 -2.63  0.132
74 H -0.75 3.25 -3.15  0.149
75 H 4.23 3.46 -0.44  0.088
76 H 3.20 2.61 0.75  0.077
77 H 3.16 4.36 0.64  0.102
78 C -0.64 -2.80 -5.06  -0.070
79 C -1.03 -3.51 -3.78  -0.285
80 O -0.54 -2.82 -2.62  -0.140
81 H -1.14 -3.26 -5.92  0.081
82 H 0.43 -2.85 -5.23  0.077
83 H -0.93 -1.75 -5.02  0.063
84 H -2.11 -3.54 -3.67  0.100
85 H -0.67 -4.54 -3.78  0.118
86 H 0.42 -2.89 -2.63  0.078

=====

[3]
Density functional theory data (wB97M-V/def2-TZVPD) for 3 unconnected molecules or ions with the total composition C35H35F3IN5O3S.

Results
Lowest unoccupied orbital energy ... -0.689 eV
SMILES ... C#Cc1nc2c(CCCF)c(CCSc3nnco3)c(I)c(CCC(N)=O)c2nc1COCC.Fc1ccccc1.Fc1ccccc1
Energy relative to the best compared isomer or geometry (same formula, charge and spin) ... 0.000 eV
F_max ... 2.57 eV/A
DFT total energy ... -77540.374 eV
Charge ... 0

Each line ends with the Löwdin charge.
Positions of all 83 atoms, in Å:
1 C 7.71 -0.54 -2.56  0.141
2 C 6.61 -0.33 -2.10  -0.051
3 C 5.23 -0.01 -1.68  -0.206
4 N 4.56 -0.96 -1.05  0.196
5 C 3.28 -0.61 -0.73  -0.124
6 C 2.47 -1.61 -0.06  -0.086
7 C 3.09 -2.99 0.25  -0.130
8 C 3.10 -3.35 1.78  -0.172
9 C 4.49 -3.56 2.38  -0.213
10 F 5.24 -2.39 2.49  -0.060
11 C 1.15 -1.35 0.27  -0.207
12 C 0.19 -2.35 0.93  -0.258
13 C -0.82 -2.86 -0.18  -0.438
14 S -0.02 -4.31 -0.98  0.996
15 C 0.31 -3.87 -2.66  -0.661
16 N -0.31 -3.02 -3.46  0.053
17 N 0.38 -3.13 -4.63  0.011
18 C 1.36 -3.96 -4.55  -0.142
19 O 1.34 -4.47 -3.27  0.003
20 C 0.61 -0.01 -0.02  -0.482
21 I -1.40 0.48 0.50  1.201
22 C 1.39 0.95 -0.65  -0.203
23 C 0.82 2.35 -0.96  -0.197
24 C 1.08 3.25 0.29  -0.122
25 C 0.37 4.62 0.21  -0.505
26 N 1.12 5.72 0.70  0.121
27 O -0.73 4.75 -0.28  0.069
28 C 2.77 0.68 -1.03  -0.133
29 N 3.45 1.69 -1.65  0.205
30 C 4.66 1.29 -1.97  -0.169
31 C 5.57 2.32 -2.70  -0.167
32 O 5.75 2.02 -4.06  -0.153
33 C 4.53 2.05 -4.79  -0.237
34 C 4.20 0.57 -5.23  -0.061
35 H 8.56 -1.03 -3.03  0.046
36 H 4.13 -3.07 -0.12  0.104
37 H 2.52 -3.76 -0.31  0.071
38 H 2.56 -4.32 1.88  0.116
39 H 2.49 -2.62 2.35  0.114
40 H 5.03 -4.38 1.86  0.122
41 H 4.34 -3.92 3.42  0.116
42 H -0.35 -1.86 1.77  0.076
43 H 0.67 -3.25 1.34  0.072
44 H -1.73 -3.23 0.32  0.079
45 H -1.03 -2.04 -0.89  0.036
46 H 2.08 -4.23 -5.32  0.135
47 H -0.25 2.32 -1.23  0.062
48 H 1.35 2.82 -1.81  0.114
49 H 2.18 3.45 0.32  0.117
50 H 0.84 2.68 1.21  0.109
51 H 0.49 6.48 0.96  0.096
52 H 1.59 5.37 1.54  0.087
53 H 5.14 3.34 -2.54  0.131
54 H 6.55 2.34 -2.17  0.129
55 H 4.66 2.62 -5.74  0.115
56 H 3.69 2.52 -4.24  0.110
57 H 3.15 0.30 -5.03  0.071
58 H 4.35 0.44 -6.33  0.069
59 H 4.91 -0.12 -4.74  0.069
60 F -4.95 1.03 1.18  0.029
61 C -4.86 2.04 2.07  -0.276
62 C -3.61 2.47 2.47  -0.053
63 C -3.52 3.51 3.39  -0.076
64 C -4.67 4.10 3.89  -0.096
65 C -5.92 3.65 3.48  -0.078
66 C -6.02 2.61 2.56  -0.009
67 H -2.72 1.99 2.07  -0.041
68 H -2.55 3.87 3.70  0.105
69 H -4.60 4.91 4.61  0.100
70 H -6.82 4.10 3.88  0.106
71 H -6.98 2.25 2.22  0.112
72 F -9.05 0.32 1.38  0.055
73 C -8.45 -0.69 2.04  -0.289
74 C -9.14 -1.34 3.05  -0.020
75 C -8.52 -2.38 3.73  -0.086
76 C -7.23 -2.76 3.39  -0.098
77 C -6.55 -2.09 2.38  -0.077
78 C -7.17 -1.06 1.69  -0.023
79 H -10.14 -1.03 3.30  0.116
80 H -9.05 -2.90 4.52  0.104
81 H -6.74 -3.57 3.93  0.099
82 H -5.54 -2.38 2.12  0.104
83 H -6.66 -0.53 0.90  0.106

=====

[4]
Density functional theory data (wB97M-V/def2-TZVPD) for 9 unconnected molecules or ions with the total composition C35H35F5N4O15.

Results
Lowest unoccupied orbital energy ... 0.432 eV
SMILES ... O=C1OC[C@@H](F)O1.O=C1OC[C@@H](F)O1.O=C1OC[C@@H](F)O1.O=C1OC[C@@H](F)O1.O=C1OC[C@@H](F)O1.c1ccncc1.c1ccncc1.c1ccncc1.c1ccncc1
F_max ... 2.92 eV/A
DFT total energy ... -87122.341 eV
Charge ... 0

Each line ends with the Löwdin charge.
Positions of all 94 atoms, in Å:
1 N -4.61 -3.00 -1.03  0.060
2 C -4.84 -2.12 -0.02  -0.133
3 C -5.14 -0.75 -0.17  -0.061
4 C -5.31 -0.28 -1.48  -0.070
5 C -5.15 -1.20 -2.55  -0.082
6 C -4.76 -2.48 -2.24  -0.202
7 H -4.62 -2.59 0.95  0.104
8 H -5.23 -0.06 0.68  0.104
9 H -5.74 0.71 -1.74  0.116
10 H -5.33 -0.95 -3.63  0.114
11 H -4.58 -3.20 -3.06  0.111
12 N -0.62 6.70 -4.02  0.058
13 C -0.29 6.44 -2.76  -0.187
14 C -0.63 5.30 -2.06  -0.075
15 C -1.40 4.32 -2.71  -0.070
16 C -1.74 4.55 -4.03  -0.103
17 C -1.35 5.72 -4.65  -0.156
18 H 0.38 7.16 -2.22  0.118
19 H -0.43 5.32 -1.00  0.100
20 H -1.62 3.41 -2.26  0.076
21 H -2.38 3.77 -4.50  0.120
22 H -1.66 5.90 -5.74  0.126
23 N 0.19 -5.01 2.29  0.068
24 C 1.51 -4.94 2.41  -0.136
25 C 2.15 -4.92 3.63  -0.078
26 C 1.38 -4.87 4.79  -0.053
27 C -0.02 -4.89 4.64  -0.059
28 C -0.55 -4.99 3.37  -0.160
29 H 2.23 -4.82 1.58  0.113
30 H 3.25 -5.06 3.72  0.120
31 H 1.79 -4.88 5.87  0.137
32 H -0.63 -4.78 5.50  0.094
33 H -1.59 -4.92 3.27  0.097
34 N 2.05 1.16 -3.23  0.050
35 C 1.45 2.16 -3.88  -0.157
36 C 1.69 3.53 -3.65  -0.080
37 C 2.65 3.87 -2.74  -0.081
38 C 3.36 2.87 -2.10  -0.039
39 C 2.97 1.53 -2.34  -0.134
40 H 0.63 1.93 -4.64  0.123
41 H 1.18 4.35 -4.16  0.097
42 H 2.80 4.90 -2.42  0.112
43 H 4.23 3.04 -1.49  0.092
44 H 3.47 0.80 -1.74  0.092
45 C -1.84 -5.19 0.15  -0.062
46 C -0.95 -4.63 -0.95  -0.314
47 O -0.69 -3.30 -0.61  0.125
48 C -1.41 -2.95 0.45  -0.517
49 O -1.53 -1.87 0.95  0.142
50 O -2.13 -4.03 0.92  0.019
51 F -1.57 -4.61 -2.16  0.070
52 H -1.30 -5.93 0.67  0.094
53 H -2.78 -5.57 -0.31  0.154
54 H 0.03 -5.10 -1.05  0.159
55 C 3.48 -2.29 -2.79  -0.027
56 C 2.08 -2.28 -2.12  -0.338
57 O 2.32 -2.01 -0.79  0.107
58 C 3.62 -2.38 -0.49  -0.466
59 O 4.00 -2.60 0.65  0.149
60 O 4.35 -2.53 -1.66  0.054
61 F 1.53 -3.52 -2.21  0.052
62 H 3.69 -1.33 -3.25  0.115
63 H 3.64 -3.12 -3.50  0.146
64 H 1.32 -1.62 -2.60  0.168
65 C 4.23 5.28 1.99  -0.017
66 C 2.91 4.64 1.85  -0.269
67 O 3.16 3.27 1.69  0.126
68 C 4.44 3.08 1.32  -0.551
69 O 4.88 2.07 0.85  0.164
70 O 5.18 4.24 1.46  0.049
71 F 2.36 5.06 0.61  0.006
72 H 4.58 5.34 3.02  0.137
73 H 4.36 6.21 1.38  0.159
74 H 2.18 4.79 2.65  0.178
75 C -0.86 0.58 -0.77  -0.027
76 C -0.08 1.11 0.45  -0.205
77 O -1.10 1.62 1.32  0.092
78 C -2.33 1.51 0.75  -0.563
79 O -3.34 1.84 1.26  0.173
80 O -2.23 1.08 -0.55  0.038
81 F 0.74 2.22 0.11  0.025
82 H -0.88 -0.49 -0.92  0.102
83 H -0.54 1.00 -1.76  0.131
84 H 0.46 0.35 1.02  0.161
85 C -1.96 -0.36 3.79  -0.059
86 C -0.54 -0.79 3.89  -0.312
87 O -0.36 -1.18 5.26  0.092
88 C -1.59 -0.94 5.97  -0.457
89 O -1.64 -1.17 7.15  0.156
90 O -2.46 -0.33 5.12  0.083
91 F 0.31 0.22 3.56  0.057
92 H -2.52 -1.13 3.24  0.140
93 H -2.07 0.61 3.26  0.133
94 H -0.27 -1.60 3.27  0.135

=====

[5]
Density functional theory data (wB97M-V/def2-TZVPD) for a molecular structure, C35H35F6InN3O8S2Sb.

Results
Lowest unoccupied orbital energy ... -7.294 eV
Energy relative to the best compared isomer or geometry (same formula, charge and spin) ... 0.180 eV
F_max ... 2.11 eV/A
DFT total energy ... -107384.639 eV
Charge ... +2

Each line ends with the Löwdin charge.
Positions of all 91 atoms, in Å:
1 In 0.68 -0.93 1.12  1.064
2 O 0.58 -3.81 4.78  0.193
3 C 0.65 -3.30 3.58  -0.456
4 O -0.20 -2.59 3.09  0.051
5 C 1.91 -3.64 2.85  -0.151
6 C 2.87 -4.50 3.38  0.074
7 C 4.02 -4.72 2.63  0.027
8 C 4.18 -4.05 1.43  0.057
9 C 3.16 -3.20 0.99  -0.158
10 N 2.04 -3.05 1.68  0.128
11 C 3.20 -2.40 -0.27  -0.451
12 O 4.38 -2.14 -0.79  0.182
13 O 2.18 -2.02 -0.81  0.069
14 H -0.23 -3.54 5.25  0.169
15 H 2.71 -4.97 4.33  0.139
16 H 4.78 -5.40 2.99  0.134
17 H 5.06 -4.22 0.83  0.133
18 H 5.13 -2.41 -0.24  0.139
19 F 2.08 3.16 -1.22  0.139
20 C 2.50 3.30 0.04  -0.652
21 F 1.88 4.34 0.57  0.181
22 F 3.80 3.52 0.01  0.187
23 S 2.06 1.73 0.95  0.575
24 O 0.61 1.76 0.98  -0.452
25 O 2.60 0.65 0.19  -0.307
26 N 2.68 1.92 2.37  -0.240
27 S 2.85 0.65 3.26  0.642
28 O 3.99 0.64 4.08  -0.181
29 O 2.57 -0.58 2.53  -0.356
30 C 1.33 0.68 4.37  -0.628
31 F 0.27 1.04 3.62  0.097
32 F 1.08 -0.58 4.77  0.137
33 F 1.39 1.46 5.43  0.207
34 C -4.80 0.33 -0.26  -0.044
35 C -4.30 -0.18 1.06  -0.293
36 C -5.21 -0.69 1.99  -0.018
37 C -4.78 -1.17 3.21  -0.043
38 C -3.44 -1.13 3.54  -0.060
39 C -2.52 -0.63 2.63  -0.152
40 C -2.95 -0.17 1.39  -0.313
41 Sb -1.57 0.59 -0.12  1.720
42 C -1.89 -1.01 -1.59  -0.304
43 C -1.65 -2.29 -1.11  -0.144
44 C -1.78 -3.38 -1.95  -0.055
45 C -2.16 -3.17 -3.27  -0.045
46 C -2.43 -1.90 -3.73  -0.019
47 C -2.31 -0.78 -2.89  -0.312
48 C -2.67 0.57 -3.42  -0.040
49 C -1.81 2.76 0.26  -0.247
50 C -2.20 2.96 1.57  -0.115
51 C -2.26 4.25 2.07  -0.044
52 C -1.93 5.32 1.26  -0.035
53 C -1.56 5.09 -0.05  -0.019
54 C -1.47 3.81 -0.59  -0.288
55 C -1.05 3.64 -2.01  -0.048
56 H -5.87 0.51 -0.21  0.097
57 H -4.63 -0.42 -1.04  0.087
58 H -4.30 1.26 -0.53  0.064
59 H -6.26 -0.71 1.74  0.123
60 H -5.50 -1.56 3.92  0.117
61 H -3.11 -1.47 4.50  0.110
62 H -1.48 -0.59 2.90  0.039
63 H -1.37 -2.45 -0.07  0.071
64 H -1.60 -4.37 -1.58  0.115
65 H -2.26 -4.02 -3.93  0.118
66 H -2.74 -1.75 -4.75  0.127
67 H -2.13 0.78 -4.34  0.096
68 H -2.46 1.34 -2.68  0.030
69 H -3.73 0.60 -3.66  0.103
70 H -2.45 2.13 2.22  0.095
71 H -2.56 4.41 3.10  0.118
72 H -1.96 6.32 1.65  0.121
73 H -1.31 5.93 -0.69  0.128
74 H -0.25 4.35 -2.25  0.091
75 H -1.88 3.86 -2.68  0.102
76 H -0.68 2.63 -2.19  0.018
77 C 2.28 1.78 -4.51  -0.010
78 C 2.30 0.54 -3.61  -0.563
79 C 3.66 0.40 -2.90  -0.009
80 C 1.98 -0.73 -4.42  -0.010
81 C 1.27 0.65 -2.62  -0.125
82 N 0.39 0.73 -1.89  0.161
83 H 2.96 1.62 -5.34  0.101
84 H 2.61 2.66 -3.96  0.089
85 H 1.29 1.96 -4.91  0.092
86 H 4.45 0.55 -3.62  0.105
87 H 3.76 -0.59 -2.47  0.064
88 H 3.76 1.13 -2.11  0.077
89 H 2.83 -0.95 -5.07  0.102
90 H 1.10 -0.58 -5.03  0.093
91 H 1.82 -1.57 -3.76  0.087